Record 1
A molecular structure, C23H36Cl6O15 at a distorted geometry, computed with ωB97M-V/def2-TZVPD.

HOMO level	-8.47	eV
DFT total energy	-130248.676	eV
net charge	0
ΔE to the lowest compared entry with this formula, charge and spin	35.570	eV
molecular weight	765.244	g mol⁻¹
Kohn-Sham gap	8.08	eV

```
80
C23H36Cl6O15 ωB97M-V/def2-TZVPD
C -2.066 -2.728 2.631
C -1.337 -1.846 3.643
C 0.219 -1.780 3.554
O 0.591 -0.489 3.610
C -0.491 0.233 3.370
O -0.589 1.440 3.209
O -1.619 -0.509 3.494
H -1.869 -3.767 2.895
H -1.664 -2.436 1.661
H -3.137 -2.530 2.592
H -1.587 -2.150 4.659
H 0.621 -2.280 2.673
H 0.565 -2.423 4.364
C 1.331 -0.686 -0.384
C 0.042 -0.115 0.189
C 0.163 1.055 1.072
O -0.572 2.092 0.369
C -1.176 1.604 -0.692
O -1.909 2.211 -1.397
O -0.713 0.382 -0.959
H 2.058 0.112 -0.536
H 1.287 -1.165 -1.362
H 1.712 -1.374 0.371
H -0.510 -0.856 0.768
H 1.203 1.352 1.208
H -0.298 0.888 2.046
C 3.774 -2.998 -1.102
C 2.888 -1.996 -1.746
C 3.564 -1.016 -2.666
O 3.300 -1.584 -3.958
C 2.332 -2.555 -3.866
O 1.887 -3.219 -4.794
O 1.958 -2.676 -2.592
H 4.612 -2.465 -0.653
H 4.137 -3.671 -1.879
H 3.236 -3.591 -0.362
H 2.255 -1.520 -0.997
H 4.644 -0.970 -2.526
H 3.265 0.031 -2.612
C -4.346 2.090 1.815
C -3.378 1.404 0.833
C -2.189 0.651 1.518
O -2.162 -0.576 0.848
C -3.270 -0.778 0.141
O -3.504 -1.841 -0.462
O -4.010 0.348 0.150
H -4.555 1.351 2.588
H -5.268 2.395 1.320
H -3.871 2.951 2.287
H -3.142 2.082 0.014
H -2.194 0.528 2.601
H -1.272 1.207 1.326
C -0.535 -2.201 -2.315
C -0.038 -1.121 -3.272
C -0.845 0.163 -3.238
O 0.140 1.193 -3.077
C 1.319 0.612 -2.804
O 2.336 1.250 -2.594
O 1.234 -0.665 -2.845
H 0.120 -3.070 -2.263
H -1.513 -2.495 -2.696
H -0.680 -1.793 -1.315
H 0.018 -1.503 -4.291
H -1.621 0.203 -2.474
H -1.306 0.182 -4.226
C -1.570 3.986 -0.338
Cl -1.276 5.737 -0.470
Cl -2.558 3.661 1.150
H -2.162 3.653 -1.191
H -0.599 3.491 -0.305
C 3.520 0.443 0.807
Cl 3.383 1.801 -0.373
Cl 4.045 -1.064 0.080
H 4.149 0.796 1.625
H 2.557 0.318 1.303
C 0.537 3.903 1.365
Cl 0.145 2.670 2.577
Cl 1.516 2.993 0.158
H -0.371 4.326 0.936
H 1.108 4.714 1.816
```

=====

Record 2
A molecular structure, C42H35CrN3OP2S2Se at a distorted geometry, computed with ωB97M-V/def2-TZVPD.

HOMO level (alpha / beta)	-0.61 / -0.27	eV
DFT total energy	-184640.796	eV
net charge	-2
multiplicity	5
molecular weight	854.800	g mol⁻¹
Kohn-Sham gap (alpha / beta)	4.49 / 4.15	eV

```
87
C42H35CrN3OP2S2Se ωB97M-V/def2-TZVPD
Cr -0.092 1.661 0.728
S -1.021 2.725 2.584
C -1.647 1.945 4.004
C -1.991 2.652 5.188
N -2.283 3.198 6.177
C -1.745 0.634 3.800
S -1.207 0.237 2.198
C -2.214 -0.340 4.723
N -2.605 -1.110 5.507
Se 1.109 3.095 -0.885
C 2.043 4.220 -2.124
C 1.340 5.148 -2.896
C 2.040 5.960 -3.793
N 3.390 5.842 -3.908
C 4.093 4.944 -3.166
C 3.430 4.115 -2.258
H 0.266 5.241 -2.803
H 1.509 6.683 -4.397
H 5.167 4.874 -3.280
H 3.988 3.400 -1.666
C 0.986 5.328 2.439
C 0.749 3.853 2.244
O 0.282 3.420 1.192
C 1.090 2.912 3.353
C 1.623 3.354 4.570
C 1.926 2.433 5.578
C 1.698 1.072 5.376
C 1.168 0.626 4.168
C 0.864 1.542 3.159
H 0.683 5.863 1.534
H 2.048 5.522 2.607
H 0.383 5.702 3.271
H 1.813 4.405 4.762
H 2.340 2.778 6.523
H 1.935 0.359 6.162
H 0.990 -0.434 4.008
H 0.450 1.182 2.219
C -1.022 -2.368 -0.039
P -0.566 -0.561 0.142
C -2.202 0.249 -0.035
C -2.374 1.414 -0.800
C -3.628 2.020 -0.925
C -4.731 1.489 -0.263
C -4.576 0.359 0.534
C -3.322 -0.249 0.653
C 0.268 -0.193 -1.433
C 1.548 0.382 -1.385
C 2.241 0.691 -2.558
C 1.663 0.430 -3.797
C 0.393 -0.138 -3.862
C -0.300 -0.448 -2.688
P 0.353 -3.609 -0.147
C 0.579 -3.770 -1.956
C -0.441 -4.209 -2.814
C -0.221 -4.326 -4.189
C 1.023 -4.008 -4.726
C 2.047 -3.574 -3.888
C 1.827 -3.457 -2.513
C -0.425 -5.228 0.207
C 0.388 -6.374 0.125
C -0.125 -7.648 0.384
C -1.461 -7.800 0.736
C -2.282 -6.679 0.828
C -1.768 -5.404 0.567
H -1.740 -2.501 -0.854
H -1.549 -2.588 0.895
H -1.533 1.872 -1.316
H -3.738 2.913 -1.536
H -5.704 1.962 -0.357
H -5.428 -0.047 1.071
H -3.238 -1.112 1.307
H 2.022 0.594 -0.428
H 3.232 1.132 -2.500
H 2.203 0.664 -4.710
H -0.057 -0.354 -4.827
H -1.287 -0.895 -2.771
H -1.421 -4.474 -2.424
H -1.023 -4.670 -4.838
H 1.195 -4.099 -5.795
H 3.019 -3.320 -4.303
H 2.641 -3.106 -1.881
H 1.437 -6.284 -0.151
H 0.523 -8.517 0.308
H -1.863 -8.789 0.939
H -3.327 -6.795 1.105
H -2.451 -4.565 0.648
H 0.604 0.948 -0.640
```

=====

Record 3
A molecular structure, C15H25Cl2NO2PRh at a distorted geometry, computed with ωB97M-V/def2-TZVPD.

HOMO level (alpha / beta)	-13.53 / -15.97	eV
DFT total energy	-58869.193	eV
net charge	+2
multiplicity	5
molecular weight	456.156	g mol⁻¹
Kohn-Sham gap (alpha / beta)	7.46 / 5.36	eV

```
47
C15H25Cl2NO2PRh ωB97M-V/def2-TZVPD
C 3.518 -0.045 -3.715
C 2.573 0.290 -2.615
H 3.801 -1.100 -3.673
H 4.447 0.534 -3.608
H 3.033 0.139 -4.679
O 2.305 -0.444 -1.671
Cl 1.843 1.801 -2.763
Rh -0.837 -0.069 1.024
P -1.656 -0.757 -0.958
C -2.533 -2.334 -0.757
C -2.802 0.517 -1.591
H -0.302 -0.148 -2.863
H -1.316 -1.597 -3.181
H 0.191 -1.721 -2.218
C -0.671 -1.092 -2.448
H -2.235 1.440 -1.771
H -3.241 0.165 -2.535
H -3.115 -2.522 -1.663
H -3.192 -2.284 0.113
H -3.580 0.720 -0.847
H -1.822 -3.156 -0.614
C -0.260 -1.772 1.307
O -0.115 -2.909 1.563
Cl -3.016 0.347 1.770
C 1.525 -0.965 5.215
N 0.233 -0.844 4.483
C -0.855 -1.685 5.069
C -0.199 0.632 4.312
C 0.784 1.244 3.364
C 1.868 2.004 3.832
C 2.954 2.271 2.991
C 2.936 1.839 1.662
C 1.798 1.192 1.170
C 0.724 0.944 1.998
H 1.479 -0.344 6.109
H 2.350 -0.649 4.578
H 1.682 -2.008 5.490
H 0.401 -1.207 3.534
H -1.268 -1.168 5.942
H -1.638 -1.823 4.315
H -0.433 -2.659 5.351
H -1.240 0.631 3.955
H -0.178 1.048 5.325
H 1.866 2.335 4.872
H 3.817 2.799 3.383
H 3.805 1.978 1.010
H 1.755 0.870 0.126
```

=====

Record 4
A molecular structure, C13H14Br2N2O3PdS2 at a distorted geometry, computed with ωB97M-V/def2-TZVPD.

HOMO level (alpha / beta)	-7.49 / -7.43	eV
DFT total energy	-188063.613	eV
net charge	0
multiplicity	3
ΔE to the lowest compared entry with this formula, charge and spin	0.659	eV
molecular weight	576.628	g mol⁻¹
Kohn-Sham gap (alpha / beta)	7.43 / 5.79	eV

```
37
C13H14Br2N2O3PdS2 ωB97M-V/def2-TZVPD
Pd -0.006 -0.073 -0.263
Br 1.231 2.796 3.874
C -0.418 2.810 2.944
C -1.455 3.622 3.377
C -2.667 3.584 2.734
Br -4.094 4.653 3.404
C -2.870 2.761 1.612
C -4.087 2.655 0.909
C -4.180 1.814 -0.166
C -3.041 1.110 -0.581
N -1.893 1.197 0.047
C -1.782 1.965 1.150
C -0.518 1.938 1.851
O 0.440 1.157 1.523
H -1.306 4.274 4.224
H -4.938 3.237 1.233
H -5.111 1.694 -0.695
H -3.077 0.460 -1.449
C -1.694 -2.013 3.959
C -0.889 -2.933 3.064
S -0.098 -1.880 1.767
O -1.280 -1.496 0.921
C 0.665 -3.245 0.798
C 2.116 -3.426 1.191
H -2.167 -2.559 4.773
H -2.466 -1.524 3.372
H -1.046 -1.247 4.381
H -1.526 -3.654 2.557
H -0.099 -3.445 3.608
H 0.595 -2.897 -0.237
H 0.077 -4.149 0.931
H 2.643 -2.484 1.055
H 2.580 -4.175 0.553
H 2.213 -3.746 2.227
O 1.026 1.156 -1.890
S 2.251 0.292 -1.744
N 1.948 -0.832 -0.819
```

=====

Record 5
A molecular structure, C31H33F9O31 at a distorted geometry, computed with ωB97M-V/def2-TZVPD.

HOMO level	-9.72	eV
DFT total energy	-120607.089	eV
net charge	0
molecular weight	1072.556	g mol⁻¹
Kohn-Sham gap	9.81	eV

```
104
C31H33F9O31 ωB97M-V/def2-TZVPD
O -1.420 7.347 2.002
C -0.474 6.728 2.407
C -0.151 5.315 1.972
C -0.328 4.311 3.128
O 0.769 3.487 3.330
O -1.388 3.353 2.835
C -2.620 3.784 2.548
O -3.491 3.031 2.234
H 0.224 7.159 3.155
H -0.787 5.042 1.120
H 0.896 5.294 1.639
H -0.595 4.823 4.067
H 1.511 3.816 2.798
H -2.767 4.870 2.716
C 1.067 0.136 0.955
C 0.725 0.576 -0.452
O 0.876 1.991 -0.359
C 1.691 2.276 0.677
O 2.103 3.378 0.912
O 1.955 1.181 1.394
F -0.563 0.321 -0.742
H 0.191 0.168 1.595
H 1.547 -0.831 1.030
H 1.371 0.203 -1.247
C -4.335 2.846 0.678
C -3.933 1.562 1.384
O -3.983 0.614 0.331
C -3.813 1.259 -0.850
O -3.587 0.721 -1.887
O -3.911 2.593 -0.669
F -4.810 1.202 2.344
H -5.421 2.948 0.700
H -3.852 3.737 1.063
H -2.930 1.568 1.813
C -1.438 1.308 5.712
C 0.066 1.538 5.729
O 0.553 0.366 5.094
C -0.424 -0.121 4.293
O -0.255 -0.924 3.429
O -1.601 0.469 4.567
F 0.563 1.599 6.988
H -1.735 0.759 6.607
H -2.034 2.207 5.590
H 0.415 2.400 5.163
C 4.901 -3.593 1.112
C 3.905 -2.477 1.385
O 2.814 -2.854 0.569
C 2.849 -4.206 0.390
O 1.947 -4.835 -0.052
O 4.041 -4.689 0.791
F 4.347 -1.263 0.988
H 5.509 -3.337 0.244
H 5.527 -3.858 1.958
H 3.567 -2.403 2.421
C -0.771 -6.963 -1.363
C -0.284 -8.255 -0.735
O -0.251 -9.137 -1.844
C -0.143 -8.400 -2.978
O 0.055 -8.855 -4.064
O -0.289 -7.097 -2.704
F -1.136 -8.748 0.193
H -1.860 -6.930 -1.393
H -0.360 -6.063 -0.916
H 0.712 -8.204 -0.292
C -2.792 -8.123 -6.631
C -1.569 -7.271 -6.331
O -1.928 -6.657 -5.112
C -2.825 -7.452 -4.480
O -3.117 -7.355 -3.331
O -3.301 -8.388 -5.325
F -1.366 -6.315 -7.270
H -3.519 -7.532 -7.193
H -2.581 -9.059 -7.137
H -0.639 -7.822 -6.179
C 3.794 3.119 -2.008
C 4.655 4.368 -1.993
O 5.510 4.069 -0.907
C 5.646 2.720 -0.790
O 6.455 2.184 -0.110
O 4.689 2.111 -1.522
F 3.936 5.468 -1.676
H 3.027 3.292 -1.252
H 3.379 2.826 -2.966
H 5.235 4.586 -2.891
C -5.783 -0.444 -4.612
C -6.221 -0.756 -3.193
O -7.254 -1.696 -3.391
C -7.057 -2.312 -4.590
O -7.630 -3.283 -4.956
O -6.105 -1.655 -5.294
F -6.726 0.328 -2.556
H -6.391 0.370 -5.011
H -4.726 -0.223 -4.711
H -5.444 -1.192 -2.564
C 5.599 6.068 1.585
C 5.889 5.643 3.013
O 4.615 5.754 3.627
C 3.665 5.632 2.668
O 2.501 5.473 2.885
O 4.221 5.704 1.448
F 6.761 6.462 3.637
H 5.700 7.150 1.487
H 6.187 5.554 0.834
H 6.236 4.614 3.122
```

=====

Record 6
C4H7NO in the gas phase at a distorted geometry, computed with ωB97M-V/def2-TZVPD.

HOMO level	-9.62	eV
DFT total energy	-7797.133	eV
net charge	0
ΔE to the lowest compared entry with this formula, charge and spin	2.511	eV
molecular weight	85.106	g mol⁻¹
Kohn-Sham gap	10.61	eV
SMILES	C[C@H]1CN1C=O

```
13
C4H7NO ωB97M-V/def2-TZVPD
C 0.459 1.526 -0.954
C -0.357 0.378 -0.401
C 0.460 -0.945 -0.361
N 0.036 -0.271 0.828
C -0.746 -1.028 1.668
O -0.467 -2.187 1.885
H 0.583 2.360 -0.264
H 0.045 1.905 -1.898
H 1.425 1.089 -1.192
H -1.452 0.566 -0.442
H 0.044 -1.910 -0.647
H 1.563 -0.979 -0.361
H -1.592 -0.505 2.139
```

=====

Record 7
A molecular structure, C19H26AsF3N3O2Si2W at a distorted geometry, computed with ωB97M-V/def2-TZVPD.

HOMO level (alpha / beta)	-9.93 / -11.85	eV
DFT total energy	-115258.158	eV
net charge	+1
multiplicity	3
ΔE to the lowest compared entry with this formula, charge and spin	0.370	eV
molecular weight	700.364	g mol⁻¹
Kohn-Sham gap (alpha / beta)	5.99 / 7.56	eV

```
57
C19H26AsF3N3O2Si2W ωB97M-V/def2-TZVPD
W -0.141 -0.056 1.042
O -1.850 -1.393 4.557
C -1.306 -1.244 3.499
N -1.086 -0.044 2.816
C -1.373 1.164 3.453
O -1.970 1.331 4.480
C -0.825 2.300 2.649
C -0.779 3.578 3.164
C -0.245 4.605 2.413
C 0.164 4.310 1.115
C 0.090 3.022 0.656
N -0.352 1.976 1.400
C -0.759 -2.383 2.704
C -0.703 -3.656 3.231
C -0.185 -4.691 2.479
C 0.239 -4.402 1.184
C 0.175 -3.117 0.718
N -0.295 -2.071 1.447
H -1.173 3.727 4.160
H -0.159 5.606 2.810
H 0.540 5.082 0.459
H 0.390 2.777 -0.353
H -1.081 -3.797 4.235
H -0.112 -5.693 2.875
H 0.622 -5.178 0.538
H 0.509 -2.868 -0.279
F 2.496 1.053 1.598
C 1.729 -0.003 2.019
F 1.723 0.076 3.361
F 2.492 -1.100 1.715
C 3.906 -0.160 -2.531
Si 2.195 0.272 -3.198
C 1.461 -0.973 -4.404
C 1.987 2.098 -3.621
As 0.929 -0.008 -1.016
Si -1.474 -0.180 -1.296
C -1.928 -1.911 -1.930
C -1.990 1.110 -2.585
C -2.766 0.094 0.145
H 4.690 -0.105 -3.286
H 3.900 -1.166 -2.110
H 4.153 0.537 -1.728
H 2.045 -1.024 -5.323
H 0.438 -0.702 -4.668
H 1.455 -1.964 -3.949
H 2.546 2.379 -4.514
H 2.359 2.699 -2.790
H 0.939 2.349 -3.788
H -1.203 -2.288 -2.653
H -2.902 -1.895 -2.422
H -1.987 -2.629 -1.109
H -1.486 0.931 -3.536
H -1.746 2.126 -2.265
H -3.067 1.068 -2.758
H -2.801 -0.719 0.873
H -3.737 0.101 -0.352
H -2.688 1.047 0.672
```

=====

Record 8
2 unconnected molecules or ions with the total composition C5H11N at a distorted geometry, computed with ωB97M-V/def2-TZVPD.

HOMO level	-7.96	eV
DFT total energy	-6849.706	eV
net charge	0
ΔE to the lowest compared entry with this formula, charge and spin	3.823	eV
molecular weight	85.150	g mol⁻¹
Kohn-Sham gap	9.02	eV
SMILES	C=CC.C=CN

```
17
C5H11N ωB97M-V/def2-TZVPD
C -0.031 -2.520 -1.668
C -1.223 -2.157 -0.723
C -1.087 -1.506 0.472
H 0.346 -3.544 -1.782
H -0.490 -2.441 -2.624
H 0.701 -1.808 -1.417
H -2.252 -2.449 -1.127
H -1.917 -0.776 0.790
H -0.331 -1.583 1.381
C -0.443 2.600 0.816
C 0.839 2.312 1.386
N 1.876 2.005 0.497
H -0.422 2.671 -0.250
H -1.397 2.654 1.254
H 1.054 2.292 2.477
H 1.992 2.713 -0.308
H 2.786 1.537 0.828
```